Entry 1:
16
Properties=species:S:1:pos:R:3:forces:R:3:mulliken_charge:R:1 method="wB97M-V/def2-TZVPD" homo_lumo_gap_ha=0.35146 total_energy_ha=-516.67582 lumo_ev=-5.44 spin_multiplicity=1 e_homo_ev=-15.00 charge=+1
C -2.1392 -1.4751 1.1164 -1.769 -0.472 -2.995 -0.84
C 1.0448 1.8495 0.1885 0.579 1.326 2.021 -0.78
H 0.0293 2.2194 0.4990 0.990 -0.565 -0.039 0.32
H -1.8298 -1.4820 -0.0132 -0.877 0.054 1.813 0.11
P 1.0387 -0.8326 0.5003 0.886 0.536 1.960 -0.02
H -2.8834 -2.3229 1.2705 1.058 1.247 -0.100 0.27
H 0.4634 -0.1910 -2.3714 -0.325 -0.970 0.172 0.29
N 0.9382 0.6134 -0.5167 -1.906 -0.361 -2.213 0.05
H 0.4444 -1.6983 -0.3325 -0.463 -1.023 -1.390 0.12
H 0.6044 1.5534 -2.2994 -0.441 1.585 -0.161 0.24
H -1.2484 -1.6171 1.6287 1.319 -0.470 1.395 0.23
H 1.4649 2.5832 -0.5007 0.215 0.102 0.429 0.35
H 2.3742 -1.0088 0.1121 0.193 -0.335 -0.055 0.14
H 1.7011 1.6401 1.1005 -0.903 0.834 -1.218 0.34
H -2.5674 -0.4950 1.3604 -0.014 -0.389 -0.047 0.25
C 0.5648 0.6639 -1.7427 1.458 -1.099 0.427 -0.06



Entry 2:
83
Properties=species:S:1:pos:R:3:forces:R:3:mulliken_charge:R:1 method="wB97M-V/def2-TZVPD" homo_lumo_gap_ha=0.26008 total_energy_ha=-3851.08544 lumo_ev=-1.00 spin_multiplicity=1 e_homo_ev=-8.08 charge=0
H -3.3875 -5.4433 2.2075 0.127 -0.085 -0.117 0.45
C -7.9606 1.6852 -0.4624 0.084 0.135 -0.022 -0.47
H 5.0575 1.2170 -3.8457 0.044 0.015 0.045 0.52
H 5.2157 3.1339 3.7635 -0.110 -0.144 -0.058 0.46
C 4.2421 3.2969 4.2056 0.243 0.051 -0.067 -0.38
O 3.0986 0.0891 -1.0853 -1.488 -1.044 -0.540 -0.03
C 0.0671 2.2297 -2.8576 1.263 1.212 -0.389 0.96
C -0.9491 -1.7263 0.7538 -0.793 -1.431 -0.150 0.50
C 0.8022 -0.7872 -0.9599 0.904 -0.521 -1.485 1.46
C 0.1016 -2.0270 -0.3658 -0.892 0.445 0.296 -2.32
S 3.0323 -1.0388 -2.2934 0.734 1.488 -0.887 1.35
C -3.3279 -6.8786 0.6020 -0.469 -0.029 0.074 0.04
H -2.8512 -2.8003 0.5450 0.212 0.571 -0.146 0.10
C 1.7456 3.7300 5.3555 0.158 0.066 -0.023 -0.55
H 7.4768 1.5086 -4.2037 0.126 0.112 0.078 0.44
F 0.9865 3.2017 -3.0680 -0.369 -0.426 0.041 -0.26
O 2.4857 0.4435 3.0122 0.010 2.252 1.630 -0.56
O -1.2786 -5.9629 1.1162 -0.130 -0.050 -0.101 -0.60
H 0.7759 3.9013 5.8049 0.027 -0.043 -0.032 0.37
H -0.8587 -2.5497 1.4912 0.231 0.809 -0.198 0.63
N 3.4335 1.2043 3.1846 -0.317 -0.019 0.134 1.14
H -4.5002 3.2531 -1.1667 0.027 -0.189 0.010 0.47
C 7.6714 2.9850 -2.6463 -0.442 -0.067 0.050 0.00
C 4.9603 2.6499 -2.2550 -0.066 0.036 0.034 -0.15
H -5.9869 -8.5620 -0.6168 0.059 0.015 0.007 0.37
Cl -0.6539 -0.1936 1.6807 -0.035 -0.343 -0.280 -0.15
C 4.0184 4.4300 4.9722 -0.156 -0.032 0.034 -0.44
H 1.7374 0.7193 0.4149 0.283 -0.233 -0.872 0.66
C 5.6688 3.5466 -1.4649 0.010 -0.128 -0.135 -0.63
C -5.4667 2.8091 -0.9695 0.193 0.205 -0.034 -0.23
H -6.9718 -0.2093 -0.5471 0.184 0.034 -0.029 0.44
N 9.1091 3.1805 -2.8686 0.235 0.027 -0.016 1.01
H -3.5581 -8.3490 -0.9547 0.138 0.114 0.080 0.44
C 2.0221 -0.1685 -0.1820 0.211 -0.045 1.293 -0.86
C -4.0463 -7.7588 -0.1912 0.006 -0.172 -0.204 -0.39
C 3.2079 2.3930 4.0162 -0.088 0.448 0.266 0.14
O -1.3731 -7.3821 -0.5024 -0.116 0.092 0.148 -0.60
H 7.5762 4.4157 -1.0386 0.132 -0.073 -0.132 0.44
H -5.8178 -5.6618 2.5286 0.057 -0.014 -0.017 0.38
H 2.5976 5.5368 6.1381 0.011 -0.042 -0.018 0.38
C -5.3194 -6.2493 1.7681 -0.015 -0.103 -0.118 -0.53
C 5.6132 1.9155 -3.2358 0.053 0.109 0.015 -0.48
O 3.3330 -0.2818 -3.4684 -0.872 -0.171 0.201 -0.59
N -1.8824 -6.7317 0.3891 0.304 0.006 -0.055 1.05
H -0.4441 -2.5104 -1.2075 0.302 0.395 0.492 0.52
H -0.7568 -0.3188 -2.3738 0.263 0.575 0.361 0.37
H -8.9320 1.2512 -0.2633 0.056 -0.018 -0.016 0.37
C -7.8208 3.0640 -0.5555 -0.017 0.015 0.002 -0.43
F -0.4711 1.9515 -4.0559 -0.206 -0.192 0.546 -0.28
O 9.6931 3.9676 -2.1448 -0.099 -0.123 -0.108 -0.61
C 2.7712 4.6477 5.5439 -0.006 0.017 0.013 -0.41
H 5.1567 4.1167 -0.6998 0.056 -0.006 -0.017 0.41
O -4.6048 -0.6333 -0.9352 -0.448 0.407 -0.319 -0.60
C 7.0315 3.7159 -1.6573 0.016 0.190 0.200 -0.28
C -0.1429 0.2596 -1.6508 0.339 -1.398 1.503 -0.72
H 0.8117 -2.7935 -0.0041 0.006 0.816 -0.260 0.40
I 2.9641 -1.4124 1.3387 -0.087 -2.496 -1.995 -0.01
H -6.4716 4.6997 -0.8877 0.037 -0.050 -0.009 0.38
O 9.6354 2.5483 -3.7654 -0.086 0.093 0.144 -0.60
O 4.5403 1.0491 2.7161 -0.043 0.060 0.097 -0.57
H 4.8159 5.1464 5.1222 -0.008 -0.056 -0.024 0.38
H -8.6851 3.7042 -0.4260 0.035 -0.029 -0.015 0.38
C -5.6170 1.4350 -0.8673 -0.364 0.295 0.100 0.11
C -3.9505 -6.1256 1.5853 0.022 0.187 0.167 -0.15
O 0.7277 1.1904 -2.3078 -1.257 0.120 0.323 -0.36
H -7.1211 -7.2138 1.1152 0.048 -0.004 0.001 0.38
H -2.4654 -1.8025 -0.8703 -0.094 0.315 0.689 0.36
C 1.9617 2.5960 4.5877 -0.255 -0.094 0.017 -0.26
C -6.5765 3.6250 -0.8129 -0.107 -0.128 0.029 -0.53
O 1.4618 -1.3630 -2.1578 1.591 -0.141 0.103 -0.44
H -0.7536 0.7079 -0.8458 0.149 0.138 -0.745 0.38
F -0.8791 2.7675 -2.0677 0.019 -0.455 -0.270 -0.26
C -6.8555 0.8634 -0.6207 -0.125 -0.230 0.045 -0.33
O 3.8695 -2.1706 -2.1012 -0.848 -0.077 0.884 -0.65
H 1.1576 1.8870 4.4426 0.154 -0.072 -0.102 0.41
O -3.3616 1.1062 -1.1945 -0.152 -0.109 0.000 -0.51
C 6.9757 2.0818 -3.4358 0.008 -0.107 -0.135 -0.47
H 3.8943 2.5227 -2.1071 0.048 -0.041 -0.030 0.40
C -6.0507 -7.1230 0.9739 -0.031 -0.006 0.002 -0.42
C -5.4146 -7.8798 -0.0014 -0.003 0.117 0.125 -0.41
H -3.0626 -1.0257 0.6680 0.351 -0.369 -0.258 0.30
C -2.4367 -1.8169 0.2349 0.906 -0.256 0.218 -1.15
N -4.4410 0.5707 -1.0111 0.120 -0.122 -0.069 0.97